Entry 1:
One molecule with the formula C5H10N2O at a distorted geometry. Source: the OMol25 dataset; level of theory: ωB97M-V with the def2-TZVPD basis set.

The geometry in XYZ format:
```
18
Properties=species:S:1:pos:R:3:forces:R:3
C -1.974443 0.684829 -0.220259 -0.241 -0.289 -0.065
C -0.652563 0.054432 -0.613879 1.062 2.864 -0.006
C 0.703026 0.917853 0.054999 -3.355 -0.570 -1.771
N 1.694709 0.934198 -1.020656 0.092 0.125 0.190
C 0.841613 -0.113584 1.085444 1.691 -0.791 0.915
N -0.072968 -1.064056 1.497661 -1.189 -0.222 -0.708
C -0.222766 -1.160995 0.070123 3.666 -0.888 1.792
O 0.639760 -2.041195 -0.647096 -1.584 -0.177 0.427
H -2.117211 1.630160 -0.750446 0.075 -0.111 0.079
H -2.804363 0.022787 -0.486328 -0.054 0.087 0.069
H -2.029123 0.890219 0.852435 0.023 -0.038 -0.080
H -0.569618 -0.021099 -1.702170 0.210 0.052 0.266
H 0.548512 1.914680 0.477891 0.083 0.392 -0.589
H 1.796517 0.018279 -1.455007 -0.104 0.108 0.260
H 2.617069 1.200301 -0.683325 -0.191 -0.032 0.101
H 1.794223 -0.150262 1.604288 0.498 -0.505 -0.290
H -0.825531 -0.822042 2.130830 -0.651 -0.108 -0.523
H 0.633157 -2.894507 -0.194506 -0.030 0.105 -0.066
```
Forces are in eV/Å.

Calculated values
Energy relative to the best compared isomer or geometry (same formula, charge and spin) in kcal/mol: 112.1
SMILES: C[C@H]1[C@H](N)[C@H]2N[C@]21O
Max |F| in eV/A: 4.2


Entry 2:
One molecule with the formula C5H10N2O. Source: the OMol25 dataset; level of theory: ωB97M-V with the def2-TZVPD basis set.

The geometry in XYZ format:
```
18
Properties=species:S:1:pos:R:3:forces:R:3
C -2.725239 -0.142299 -0.327477 0.095 -0.007 0.074
C -1.324941 0.359901 -0.440368 0.087 -0.290 0.176
C -0.281453 -0.167863 0.196991 -0.121 -0.081 -0.184
O -0.449778 -1.274539 1.020658 -0.038 0.084 -0.148
C 1.107673 0.333647 0.067393 0.101 -0.052 0.103
C 1.340159 1.804346 0.236747 0.004 -0.083 0.053
N 2.131959 -0.395714 -0.153541 0.351 0.389 0.086
N 2.044486 -1.701890 -0.464628 -0.310 -0.536 -0.116
H -2.783824 -0.927986 0.420224 -0.122 -0.039 0.017
H -3.395450 0.670895 -0.049336 -0.104 -0.008 0.009
H -3.064397 -0.540243 -1.284122 -0.084 -0.031 -0.026
H -1.153596 1.186934 -1.111494 0.194 0.113 -0.034
H 0.280282 -1.307167 1.649185 -0.002 0.060 -0.035
H 0.896210 2.159053 1.165542 -0.037 0.097 0.041
H 2.408132 1.999791 0.240998 0.053 0.038 -0.025
H 0.883758 2.354542 -0.584048 -0.054 0.136 -0.055
H 2.902691 -2.200746 -0.294704 -0.148 0.086 -0.023
H 1.183329 -2.210663 -0.288018 0.137 0.122 0.087
```
Forces are in eV/Å.

Calculated values
Energy relative to the best compared isomer or geometry (same formula, charge and spin) in kcal/mol: 45.4
SMILES: C/C=C(O)/C(C)=N\N
Max |F| in eV/A: 0.6


Entry 3:
One molecule with the formula C5H10N2O at a distorted geometry. Source: the OMol25 dataset; level of theory: ωB97M-V with the def2-TZVPD basis set.

The geometry in XYZ format:
```
18
Properties=species:S:1:pos:R:3:forces:R:3
C 0.686377 -1.420966 -1.058586 -6.179 1.936 -1.623
C -0.117674 -0.845564 0.099500 2.888 2.409 1.533
C 1.036360 -0.216519 1.104487 -2.717 -3.783 5.624
O 1.967682 0.518070 0.507387 -1.199 2.174 -2.284
C 1.199140 1.422611 -0.240520 3.549 2.634 -0.379
N 0.033353 1.358765 -0.748065 0.809 0.192 1.567
N -0.744134 0.260126 -0.395745 -2.480 3.950 -2.425
C -2.000546 0.712141 0.114410 -4.738 1.183 -0.557
H 0.956814 -2.318956 -0.810524 1.817 -5.382 1.016
H -0.183841 -1.458364 -1.843632 2.071 -0.325 0.809
H 1.478519 -0.877400 -1.426796 1.529 1.541 -0.476
H -1.026285 -1.279649 0.504552 1.011 -1.845 0.682
H 1.545450 -1.061662 1.463419 0.784 -1.635 0.429
H 0.748919 0.193801 2.259965 -0.172 -0.244 -3.328
H 1.940254 2.321894 -0.263234 -2.099 -1.172 -1.033
H -2.893193 -0.088429 0.066304 2.297 1.242 -0.041
H -2.521345 1.635778 -0.475280 1.841 -2.273 0.697
H -2.105850 1.144326 1.142358 0.988 -0.600 -0.213
```
Forces are in eV/Å.

Calculated values
Energy relative to the best compared isomer or geometry (same formula, charge and spin) in kcal/mol: 125.8
SMILES: C[C@H]1COC=NN1C
Max |F| in eV/A: 7.3


Entry 4:
A 2-piece molecular cluster, C5H10N2O overall at a distorted geometry. Source: the OMol25 dataset; level of theory: ωB97M-V with the def2-TZVPD basis set.

The geometry in XYZ format:
```
18
Properties=species:S:1:pos:R:3:forces:R:3
C -0.248792 -0.799262 -1.258825 -0.035 -0.690 -0.918
C 1.020000 -0.956718 -0.523361 0.224 0.895 -0.033
C 1.630595 -2.018682 0.063203 1.234 0.655 1.844
N 2.607749 -1.428747 0.896345 -0.797 0.055 -0.896
C 2.561607 -0.094059 0.689394 0.648 -0.347 -0.207
N 1.717071 0.246202 -0.256644 -0.549 -1.081 1.509
H -0.628822 -1.770315 -1.591373 0.282 0.167 -0.583
H 0.004683 -0.088916 -2.049821 -0.611 -0.321 -0.363
H -1.103439 -0.409432 -0.711729 0.432 0.333 0.556
H 1.634229 -3.087085 0.178721 -0.958 -0.135 -0.599
H 3.090175 -1.892135 1.638135 0.271 -0.137 0.060
H 3.239346 0.496464 1.288752 -0.110 0.539 -0.401
C -2.657553 1.778784 -0.111454 0.866 -0.552 2.292
O -2.898707 2.421512 1.147754 -1.040 0.660 0.339
H -2.822872 0.731908 0.193325 -0.209 0.070 -1.154
H -3.349994 2.175826 -0.835403 -0.098 -0.103 -0.327
H -1.610733 1.863027 -0.394415 -0.043 0.191 -0.405
H -2.184543 2.831624 1.637396 0.492 -0.199 -0.715
```
Forces are in eV/Å.

Calculated values
Energy relative to the best compared isomer or geometry (same formula, charge and spin) in kcal/mol: 39.2
SMILES: Cc1c[nH]cn1.CO
Max |F| in eV/A: 2.5


Entry 5:
One molecule with the formula C5H10N2O2 at a distorted geometry. Source: the OMol25 dataset; level of theory: ωB97M-V with the def2-TZVPD basis set.

The geometry in XYZ format:
```
19
Properties=species:S:1:pos:R:3:forces:R:3
H 2.355824 -2.125756 -1.000811 -0.204 0.266 -0.143
N 2.746053 -1.494081 -0.300972 0.357 -0.559 0.463
C 1.987776 -0.548029 0.035996 0.537 0.598 -1.533
C 0.646216 -0.168901 -0.557621 1.165 -0.649 1.840
C 0.605745 1.297108 -0.972227 -0.139 -0.370 -0.009
C -0.278820 -0.505815 0.650144 -1.969 0.182 -2.181
O -0.214301 0.340928 1.762965 0.390 0.148 0.250
C -1.698252 -0.482289 -0.022120 -0.110 -0.457 1.363
N -2.613144 0.181443 0.716106 -0.407 0.299 0.231
O -1.961513 -1.065882 -1.049046 0.225 0.016 -0.350
H 2.384730 0.152484 0.767527 -0.043 0.040 0.305
H 0.403103 -0.834000 -1.389488 -0.109 0.075 0.219
H -0.399921 1.574224 -1.284003 -0.048 0.115 -0.041
H 1.285627 1.450780 -1.807739 -0.010 0.078 -0.036
H 0.929663 1.956566 -0.167181 0.035 0.097 0.050
H -0.150977 -1.534541 1.003989 0.256 0.217 -0.100
H -0.063972 1.251308 1.481408 -0.014 -0.086 -0.072
H -2.376947 0.465382 1.653540 0.053 -0.023 -0.127
H -3.586889 0.089070 0.479534 0.036 0.012 -0.130
```
Forces are in eV/Å.

Calculated values
Energy relative to the best compared isomer or geometry (same formula, charge and spin) in kcal/mol: 29.5
SMILES: [H]/N=C\[C@H](C)[C@@H](O)C(N)=O
Max |F| in eV/A: 2.9


Entry 6:
A 2-piece molecular cluster, C5H10N2O2 overall. Source: the OMol25 dataset; level of theory: ωB97M-V with the def2-TZVPD basis set.

The geometry in XYZ format:
```
19
Properties=species:S:1:pos:R:3:forces:R:3
C -0.389519 -0.044049 1.926666 -0.062 0.038 -0.060
C 0.560162 0.214542 0.797350 -0.054 0.497 0.329
O 0.824195 1.317525 0.352084 0.213 -0.370 0.332
C 1.375510 -1.012340 0.378233 0.485 -0.130 -0.305
N 2.380747 -0.686537 -0.457223 0.214 0.176 -0.179
O 1.157526 -2.129646 0.795441 -0.130 -0.033 0.154
H 0.201550 -0.095121 2.842088 0.031 -0.024 0.091
H -0.871961 -1.007449 1.794252 -0.024 -0.035 0.051
H -1.117618 0.755786 2.024255 0.019 0.077 -0.055
H 3.023418 -1.383682 -0.790689 -0.094 -0.033 0.072
H 2.496383 0.280239 -0.715344 0.002 -0.065 0.027
C -0.867864 -0.651492 -1.265218 -0.368 -0.055 -0.169
C -1.622011 0.398105 -0.926455 -0.130 -0.141 -0.328
N -1.345009 1.692960 -1.270255 -0.120 0.197 -0.074
H 0.007355 -0.532508 -1.879800 0.212 0.073 -0.095
H -1.164152 -1.655302 -1.028835 -0.126 -0.182 0.103
H -2.536630 0.262880 -0.364444 -0.051 -0.019 0.076
H -1.724226 2.408425 -0.670978 0.071 -0.036 -0.035
H -0.387858 1.867666 -1.541127 -0.090 0.065 0.066
```
Forces are in eV/Å.

Calculated values
Energy relative to the best compared isomer or geometry (same formula, charge and spin) in kcal/mol: 30.8
SMILES: CC(=O)C(N)=O.C=CN
Max |F| in eV/A: 0.6